# 1
Molecular formula: C44H115N9O13
Method: DFT, ωB97M-V/def2-TZVPD

Calculated values
structure (SMILES): COC[C@H](C)N.COC[C@H](C)N.COC[C@H](C)N.COC[C@H](C)N.COC[C@H](C)N.COCCNCCOC.COCCNCCOC.COCCNCCOC.COCCNCCOC
strongest force on any atom: 2.2 eV/Å
energy: -3216.019485 Ha
ΔE to the lowest compared entry with this formula, charge and spin: 32.3 kcal per mole
Kohn-Sham gap: 8.98 eV
multiplicity: 1

CARTESIAN COORDINATES (ANGSTROEM)
1 O 3.761 -6.761 2.038
2 O 3.001 3.010 -2.443
3 O -4.723 -6.828 0.908
4 O 0.514 2.261 0.908
5 O -2.624 -1.672 -5.570
6 O 4.267 2.304 5.029
7 O -1.902 2.827 -4.576
8 O 2.990 -3.818 -6.350
9 O 0.026 6.578 -0.633
10 O -3.628 1.551 3.885
11 O 4.504 -3.021 -0.764
12 O 0.119 -0.867 9.046
13 O -1.175 -5.390 -1.775
14 N -0.316 -0.475 1.047
15 N 0.328 -2.972 -5.074
16 N 2.273 6.637 0.962
17 N 2.648 -4.026 1.300
18 N 1.852 1.333 6.615
19 N -4.891 4.080 -2.690
20 N 3.877 0.414 -2.615
21 N -3.008 -4.569 0.347
22 N -4.713 5.021 4.672
23 C -3.619 2.962 4.024
24 C -0.802 3.515 -4.035
25 C 0.173 3.544 1.361
26 C -6.185 3.258 3.720
27 C 4.296 -7.324 3.192
28 C 1.219 -4.086 -4.798
29 C 0.741 0.278 8.527
30 C 2.676 -3.743 -4.963
31 C 0.950 0.237 7.027
32 C -0.365 1.738 -0.081
33 C -4.912 3.568 4.529
34 C 3.266 0.961 6.830
35 C 1.037 7.437 -1.023
36 C -0.937 6.303 -1.614
37 C 4.213 2.067 6.417
38 C -1.586 -4.244 0.361
39 C -0.437 -6.451 -1.238
40 C -5.937 -7.324 0.423
41 C -1.100 -4.153 -1.070
42 C -1.734 -1.769 -4.490
43 C 1.984 7.818 0.114
44 C -4.077 1.060 2.619
45 C 2.378 -3.020 0.283
46 C 3.354 0.338 -4.992
47 C 5.244 -2.870 -1.960
48 C -4.885 -5.572 1.537
49 C 2.436 -6.295 2.143
50 C -1.295 -0.780 9.038
51 C -3.776 1.969 -2.400
52 C -0.805 -0.326 -1.433
53 C 3.343 3.254 4.542
54 C 2.675 2.327 -3.637
55 C 3.137 -3.165 -1.001
56 C -3.148 -0.371 -5.711
57 C 4.172 -3.155 -6.687
58 C 2.443 4.281 -2.279
59 C -0.066 0.236 -0.217
60 C -3.554 -4.871 1.651
61 C -1.027 -3.110 -4.499
62 C 2.149 -5.359 0.991
63 C 3.297 8.271 -0.498
64 C -3.607 3.414 -2.859
65 C 3.731 1.239 -3.826
66 C -3.151 3.427 -4.318
67 H 0.684 8.322 -1.573
68 H 1.329 -0.719 6.635
69 H -1.626 0.158 9.491
70 H 2.570 -2.058 0.769
71 H 0.240 1.227 8.755
72 H -3.877 3.067 -5.046
73 H 3.885 3.814 3.781
74 H -6.070 3.478 2.653
75 H 4.319 -3.264 -7.764
76 H 2.805 -2.333 -1.654
77 H 3.653 -4.068 1.443
78 H 2.932 -2.733 -4.619
79 H 2.211 -5.771 3.075
80 H 4.097 -2.070 -6.524
81 H -4.147 -0.018 2.709
82 H -6.333 -6.651 -0.358
83 H 5.203 1.815 6.811
84 H -6.708 -7.308 1.207
85 H 1.528 8.603 0.718
86 H -0.470 0.094 -2.380
87 H 1.375 6.199 1.132
88 H -0.621 -1.401 -1.480
89 H -1.681 -1.638 9.583
90 H -3.306 1.355 1.893
91 H -4.417 1.442 -3.121
92 H -1.404 7.217 -1.996
93 H 5.147 -3.744 -2.619
94 H -1.039 -5.033 0.894
95 H -0.015 0.355 6.523
96 H -3.759 -3.930 2.183
97 H -1.674 -0.838 8.010
98 H 3.006 3.971 5.299
99 H 2.892 -4.076 -1.566
100 H 2.851 6.004 0.421
101 H 2.411 2.814 4.174
102 H -0.641 3.507 2.097
103 H 2.840 0.838 -5.818
104 H -0.064 -3.806 -1.044
105 H 2.387 4.918 -3.171
106 H -2.845 -5.378 2.328
107 H -3.137 -5.368 -0.267
108 H 2.955 4.796 -1.472
109 H 4.338 -6.672 4.079
110 H -0.335 5.908 -2.450
111 H 1.715 0.361 9.018
112 H -2.845 3.877 -2.228
113 H 0.236 -2.863 -6.077
114 H 4.685 1.708 -4.064
115 H -0.927 -3.525 -3.495
116 H -3.049 4.511 -4.545
117 H 2.929 0.161 -2.327
118 H 4.093 1.098 -1.887
119 H -1.866 -0.150 -1.243
120 H -6.954 3.959 4.061
121 H 3.719 7.477 -1.122
122 H 4.261 -0.065 -5.457
123 H 0.636 -6.232 -1.231
124 H -1.657 5.557 -1.302
125 H 2.720 2.894 -4.579
126 H 5.055 -3.553 -6.175
127 H 1.772 -7.171 2.066
128 H -1.396 -3.267 0.815
129 H -2.841 1.414 -2.402
130 H -0.974 -0.979 -4.518
131 H 4.049 8.521 0.249
132 H 3.290 -4.454 -4.392
133 H -5.558 5.389 5.102
134 H -1.395 1.901 0.286
135 H 1.386 4.186 -1.965
136 H 1.044 -4.962 -5.447
137 H 1.052 -5.319 1.022
138 H -3.823 -0.339 -6.556
139 H 5.326 -7.601 2.971
140 H 0.461 -0.182 1.624
141 H -5.637 3.413 -2.831
142 H -5.011 1.549 2.367
143 H 1.030 -4.452 -3.785
144 H 3.519 0.002 6.353
145 H -1.537 -3.870 -5.104
146 H 2.409 -5.721 -0.009
147 H 1.648 6.887 -1.768
148 H -3.646 -0.106 -4.763
149 H -1.008 4.597 -4.078
150 H -1.795 -3.506 -1.603
151 H 1.009 4.002 1.894
152 H -2.840 3.184 4.754
153 H -4.311 1.849 -1.456
154 H -0.555 -7.264 -1.961
155 H 1.307 -2.950 0.080
156 H 1.664 1.920 -3.501
157 H -5.120 3.141 5.516
158 H -0.227 2.306 -1.011
159 H 0.077 3.318 -4.637
160 H 3.728 -8.208 3.521
161 H -0.706 3.331 -2.959
162 H 3.436 0.762 7.894
163 H 3.955 2.987 6.956
164 H -1.214 -0.145 1.382
165 H -5.386 -5.640 2.509
166 H 6.286 -2.740 -1.681
167 H -2.280 -1.695 -3.534
168 H -5.023 4.878 -3.299
169 H -6.570 2.247 3.846
170 H -4.741 5.413 3.731
171 H 1.805 1.318 5.599
172 H -5.859 -8.312 -0.017
173 H -0.723 -6.904 -0.283
174 H -0.060 4.212 0.524
175 H 1.019 0.259 -0.382
176 H -5.503 -4.953 0.867
177 H 3.153 9.144 -1.140
178 H -3.324 3.406 3.057
179 H -2.343 0.376 -5.761
180 H 2.784 -0.546 -4.703
181 H 4.870 -1.994 -2.499

These are the Löwdin partial charges, in e, on atoms 1 to 8: O -0.181; O -0.179; O -0.187; O -0.191; O -0.180; O -0.171; O -0.184; O -0.185

***

# 2
Molecular formula: C44H116N8O13
Method: DFT, ωB97M-V/def2-TZVPD

Calculated values
structure (SMILES): COC[C@H](C)N.COC[C@H](C)N.COC[C@H](C)N.COC[C@H](C)N.COC[C@H](C)N.COCCNCCOC.COCCNCCOC.COCCNCCOC.CC(C)O.CC(C)O
strongest force on any atom: 3.3 eV/Å
energy: -3161.751139 Ha
ΔE to the lowest compared entry with this formula, charge and spin: 154.8 kcal per mole
Kohn-Sham gap: 9.04 eV
multiplicity: 1

CARTESIAN COORDINATES (ANGSTROEM)
1 O 1.910 -0.508 5.917
2 O -5.684 2.517 -1.923
3 O 4.871 -1.325 1.225
4 O -1.741 -3.713 4.535
5 O -2.388 0.761 -3.839
6 O 3.293 2.561 2.799
7 O -0.764 3.787 0.502
8 O -2.743 0.744 3.070
9 O 0.599 -4.597 -4.214
10 O 3.349 5.139 -2.024
11 O 1.314 0.052 -4.319
12 O -1.712 -2.641 1.208
13 O -4.866 -6.755 -2.723
14 N 5.023 -0.628 -2.438
15 N -3.008 -5.508 0.057
16 N -1.371 -2.100 -4.516
17 N -4.608 1.424 0.860
18 N -2.239 3.391 3.848
19 N 3.849 2.155 -6.124
20 N 3.364 1.199 7.972
21 N 5.063 5.204 0.773
22 C 4.500 -1.479 -0.139
23 C 4.736 6.236 -0.255
24 C 3.300 4.711 -3.393
25 C 2.151 3.112 7.348
26 C 2.179 1.595 7.174
27 C -1.235 3.087 1.653
28 C 0.295 -3.798 -5.351
29 C -1.363 -0.707 -0.183
30 C -3.087 -0.457 -3.682
31 C -1.137 5.331 2.964
32 C 2.137 0.899 5.789
33 C 5.413 0.997 -0.660
34 C -3.778 -0.115 2.627
35 C 1.939 -1.143 4.643
36 C -1.106 -3.226 -5.426
37 C -3.128 -4.375 -2.130
38 C 4.305 3.366 2.222
39 C -0.777 -2.002 0.407
40 C -2.634 -1.478 -4.760
41 C -5.300 3.253 -0.751
42 C -1.967 4.113 2.632
43 C -1.432 -5.114 4.363
44 C 2.569 1.892 -5.514
45 C -2.152 -5.545 3.187
46 C -1.814 -5.759 5.625
47 C 0.459 -1.712 1.356
48 C -6.152 3.285 -3.006
49 C -5.527 2.508 0.555
50 C -3.665 -5.446 -1.232
51 C -5.030 0.568 1.976
52 C 0.692 -3.830 -3.081
53 C 3.972 4.224 1.030
54 C -5.114 -8.039 -3.366
55 C -3.733 -6.831 -1.863
56 C 4.613 -2.578 1.874
57 C 2.399 0.380 -5.095
58 C 4.610 5.653 -1.671
59 C -2.600 1.832 -2.900
60 C 1.267 0.560 -2.992
61 C 1.513 2.587 -6.378
62 C -1.908 -0.005 3.938
63 C 0.071 3.026 -0.351
64 C 2.873 1.391 2.129
65 C 5.411 -0.539 -1.069
66 H -5.427 1.268 2.711
67 H -2.460 1.557 -1.855
68 H -3.593 2.226 -3.118
69 H -2.700 2.514 3.652
70 H 1.153 1.644 -2.962
71 H 3.817 6.778 -0.031
72 H -4.325 -0.493 3.491
73 H 3.692 0.681 2.242
74 H -0.685 -1.391 -4.728
75 H 2.514 1.499 1.106
76 H -5.820 -7.939 -4.190
77 H 5.368 4.889 -1.845
78 H -0.462 2.509 2.160
79 H -0.237 4.990 3.476
80 H 3.119 1.141 5.383
81 H -2.632 -4.585 0.219
82 H -1.034 0.610 4.151
83 H 0.359 0.222 -2.493
84 H 4.577 4.041 3.033
85 H 0.523 2.501 -5.931
86 H 1.005 2.675 0.089
87 H 1.209 -4.467 -2.363
88 H -5.593 3.296 1.304
89 H 4.397 1.309 -6.187
90 H 1.052 -3.014 -5.322
91 H -0.776 5.737 2.019
92 H -1.058 -3.462 5.161
93 H 2.866 -1.092 4.071
94 H -4.168 -8.381 -3.787
95 H 3.764 5.313 -4.174
96 H -4.254 3.508 -0.927
97 H -1.725 -4.075 -5.136
98 H 3.894 3.570 0.162
99 H 4.808 6.538 -2.275
100 H -4.725 -5.263 -1.052
101 H -2.020 2.357 1.450
102 H 0.141 -0.878 1.982
103 H -0.283 -3.516 -2.710
104 H -2.556 -0.987 -5.729
105 H 1.152 -0.802 3.969
106 H -2.143 -4.560 -2.559
107 H -3.420 -2.232 -4.699
108 H -2.773 -7.070 -2.322
109 H -3.751 -5.549 0.740
110 H -2.011 -4.877 2.337
111 H -1.606 6.065 3.619
112 H -0.346 -5.210 4.326
113 H -5.384 -8.811 -2.645
114 H 5.747 1.007 0.378
115 H -1.465 -2.985 -6.427
116 H -3.324 -0.897 2.018
117 H 2.170 0.231 -2.478
118 H 1.414 -3.013 -3.099
119 H 1.308 -1.351 0.775
120 H 2.270 -0.099 -6.065
121 H -1.058 0.185 0.364
122 H -3.751 -7.636 -1.129
123 H -1.205 -3.084 1.891
124 H 3.038 4.756 1.208
125 H 0.657 -2.581 1.983
126 H -3.851 -4.283 -2.941
127 H -5.910 -0.026 1.729
128 H 1.367 1.378 5.185
129 H 3.908 2.560 -7.047
130 H -5.834 4.203 -0.751
131 H -3.102 -0.889 -2.681
132 H 1.568 3.675 -6.401
133 H 4.407 1.410 -0.730
134 H -6.552 2.173 0.398
135 H 1.762 -2.185 4.908
136 H 2.258 4.537 -3.662
137 H 2.426 3.554 8.306
138 H 5.144 2.673 2.160
139 H 5.950 4.861 0.431
140 H 3.814 3.752 -3.325
141 H -5.414 3.764 -3.651
142 H 4.241 1.688 7.861
143 H 0.534 3.745 -1.027
144 H -1.885 2.628 -3.108
145 H 2.628 2.391 -4.547
146 H 3.466 -1.135 -0.174
147 H 5.555 6.953 -0.184
148 H 1.143 3.502 7.214
149 H 5.213 -3.407 1.499
150 H 5.090 -2.531 2.853
151 H -4.129 -0.206 -3.881
152 H 2.669 3.705 6.594
153 H -0.380 2.355 -1.082
154 H -1.157 -5.300 6.364
155 H -2.370 -0.249 4.895
156 H -3.166 -3.374 -1.702
157 H 0.471 -4.376 -6.259
158 H 4.733 -2.474 -0.517
159 H 4.644 -1.548 -2.608
160 H 3.566 -2.856 1.991
161 H 6.449 -0.856 -0.977
162 H -3.212 -5.582 3.435
163 H -6.789 2.684 -3.654
164 H -1.653 -1.007 3.594
165 H 5.729 -0.211 -3.028
166 H 3.618 0.231 7.844
167 H 2.044 0.952 2.684
168 H 6.018 1.575 -1.358
169 H -1.497 -6.795 5.748
170 H 3.375 -0.032 -4.839
171 H -3.727 1.787 1.194
172 H -2.441 -0.637 -0.327
173 H -6.748 4.156 -2.732
174 H -2.966 3.872 4.357
175 H -2.860 -5.577 5.868
176 H -0.948 -0.635 -1.188
177 H -1.811 -6.580 3.152
178 H -2.944 4.253 2.168
179 H 1.370 2.233 -7.399
180 H 1.315 1.210 7.714
181 H -0.645 -2.612 -0.487

These are the Löwdin partial charges, in e, on atoms 1 to 8: O -0.167; O -0.203; O -0.197; O -0.057; O -0.199; O -0.198; O -0.163; O -0.235